{"formula": "C5H10N2O2", "method": "ωB97M-V/def2-TZVPD", "elements": ["C", "C", "C", "O", "C", "C", "N", "N", "O", "H", "H", "H", "H", "H", "H", "H", "H", "H", "H"], "positions_angstrom": [[0.3047, -1.8750, 1.1086], [0.4982, -0.6203, 0.3201], [0.0592, -0.8041, -1.1991], [0.3972, 0.3735, -1.8482], [-0.3612, 1.5376, -1.3178], [0.2049, 1.7969, 0.1261], [-0.0485, 0.5870, 0.9019], [-1.3615, 0.4988, 1.4564], [-1.6990, -0.4521, 2.0240], [0.8034, -2.6742, 0.6355], [0.6979, -1.8030, 2.0996], [-0.7685, -2.0443, 1.2824], [1.5604, -0.3483, 0.2766], [-0.8679, -1.2581, -1.4996], [0.8857, -1.4244, -1.5415], [-1.3934, 1.5146, -1.4294], [-0.1001, 2.3933, -1.9126], [-0.1304, 2.6963, 0.5463], [1.3189, 1.9060, -0.0293]], "forces_ev_per_a": [[-1.33, 0.36, 0.74], [0.17, 0.07, -1.13], [3.03, -0.08, 1.50], [-2.00, 2.79, -0.48], [3.75, 0.09, 0.58], [0.48, -2.04, -2.49], [-1.86, -0.83, 1.60], [1.15, 4.89, -1.77], [-0.39, -2.45, 1.19], [0.40, -1.06, -0.74], [0.48, 0.24, 0.71], [0.75, -0.61, -0.57], [0.06, -0.51, -0.37], [-0.85, 0.07, 0.39], [-0.35, -0.85, -0.21], [-2.11, -1.00, 0.30], [0.60, 0.25, -0.60], [-0.88, 0.95, 0.95], [-1.10, -0.29, 0.40]], "smiles": "C[C@H]1COCCN1N=O", "relative_energy_kj_mol": 488.5, "orbital_gap_ev": 9.5, "e_tot_ev": -12418.4101}